No. 1
54
Properties=species:S:1:pos:R:3:forces:R:3:mulliken_charge:R:1 method="wB97M-V/def2-TZVPD" homo_energy_ev=-6.8 lumo_energy_ha=0.0793 homo_lumo_gap_ev=8.9144 total_charge=-1
Br 2.412 -0.422 0.079 -0.31 0.00 0.20 -0.214
Cl -2.033 -0.828 -1.043 0.10 -0.04 -0.12 -0.193
S -2.756 0.743 0.008 -1.04 0.78 0.01 1.187
S -5.651 6.051 -0.447 -0.02 0.02 0.00 1.149
S 6.000 -1.373 -2.139 -0.16 -0.26 0.22 1.107
S 2.268 -2.477 1.026 0.23 -0.32 0.03 0.745
S 0.526 -3.233 3.032 0.34 -0.29 0.62 1.176
O 0.952 -4.608 2.831 -0.25 0.69 0.17 -0.666
O -6.789 6.939 -0.451 0.01 0.01 0.00 -0.679
O 1.472 -3.232 0.081 0.29 0.27 0.41 -0.532
O 6.072 -1.379 -3.582 0.03 0.08 -0.04 -0.692
O -4.175 0.506 0.162 0.65 0.00 -0.13 -0.612
O -4.429 6.460 0.199 -0.01 0.03 0.02 -0.657
O 5.268 -0.350 -1.444 0.17 0.28 -0.24 -0.596
O 0.253 -2.782 4.388 0.18 -0.16 -0.72 -0.717
O -2.341 1.952 -0.659 -0.01 -0.67 0.24 -0.577
O 3.670 -2.808 1.158 -0.55 -0.03 -0.08 -0.581
N 1.587 -2.175 2.414 -0.32 -0.18 -0.36 -0.302
C 6.754 -3.772 -1.403 0.01 0.02 -0.04 -0.704
C 7.678 -1.479 -1.484 0.11 -0.08 0.11 -0.668
C 5.463 -2.979 -1.566 0.05 -0.08 -0.02 -0.238
C -1.992 0.644 1.634 0.42 -0.02 0.06 -1.012
C -1.044 -3.104 2.188 -0.18 -0.04 0.02 -0.986
C -4.988 4.028 -1.976 0.03 0.01 0.08 -0.412
C -1.040 -0.526 1.888 -0.01 0.06 0.18 -0.261
C 7.751 -2.815 -0.735 -0.01 0.01 0.00 -0.632
C -1.792 -1.782 2.317 -0.22 -0.03 -0.16 -0.376
C -6.132 4.432 0.174 -0.05 -0.18 -0.01 -0.649
C -6.056 3.478 -1.022 0.01 -0.04 -0.04 -0.570
C -5.278 5.519 -2.115 0.01 -0.11 -0.12 -0.759
H -5.817 2.465 -0.702 0.01 0.01 0.02 0.239
H 7.839 -0.617 -0.842 -0.02 0.03 -0.04 0.352
H 4.951 -2.827 -0.614 0.00 0.00 -0.01 0.007
H -0.434 -0.715 1.006 0.10 0.04 -0.05 0.077
H -4.445 6.111 -2.488 0.00 0.04 0.06 0.424
H 7.466 -2.668 0.308 -0.03 0.00 -0.01 0.303
H -5.015 3.527 -2.943 0.01 -0.01 0.00 0.359
H 7.132 -4.081 -2.381 -0.01 -0.01 0.00 0.335
H -5.422 4.166 0.955 0.05 0.05 -0.03 0.333
H -2.857 0.630 2.300 0.07 0.00 -0.02 0.377
H -0.909 -3.427 1.154 0.17 0.16 0.02 0.415
H -0.336 -0.213 2.662 -0.05 -0.08 -0.04 0.575
H 4.769 -3.389 -2.296 -0.01 0.05 -0.03 0.470
H -6.169 5.704 -2.716 -0.01 0.02 0.02 0.349
H -3.996 3.874 -1.549 0.01 -0.01 -0.02 0.188
H -1.473 1.600 1.723 -0.07 -0.05 -0.08 0.455
H -2.155 -1.663 3.343 0.13 0.01 -0.04 0.260
H 8.356 -1.442 -2.335 -0.05 -0.01 -0.04 0.333
H 6.591 -4.668 -0.806 0.00 0.01 0.01 0.347
H -1.629 -3.872 2.704 0.11 -0.04 -0.13 0.385
H -7.023 3.448 -1.532 0.00 0.03 0.00 0.319
H -2.689 -1.877 1.689 0.06 -0.03 0.08 0.316
H -7.131 4.518 0.596 0.02 0.05 0.03 0.370
H 8.766 -3.213 -0.747 0.00 0.00 0.01 0.333


No. 2
74
Properties=species:S:1:pos:R:3:forces:R:3:mulliken_spin:R:1 method="wB97M-V/def2-TZVPD" spin_multiplicity=5 homo_energy_ev="-9.0 / -9.0" s2=6.005 lumo_energy_ha="-0.0299 / -0.0294" homo_lumo_gap_ev="8.1602 / 8.1735" total_charge=0
Cr -2.248 -2.242 -0.610 0.16 0.81 0.77 3.959
Ca 1.587 -1.129 2.872 -0.83 0.29 -0.59 -0.004
S -0.041 0.344 -0.126 1.65 -1.33 1.42 -0.003
S 0.918 -3.343 -0.191 1.20 -0.69 -2.31 0.005
S -1.921 -2.163 3.035 -0.60 -1.29 0.36 0.019
S -5.156 -0.810 -1.664 -0.87 -0.51 -1.07 0.007
F 0.985 -5.721 0.997 0.40 0.02 0.01 0.000
F -6.383 0.675 0.148 -0.25 0.26 0.20 0.000
F -2.290 0.406 3.279 -0.31 0.25 -0.09 0.000
F -0.338 2.689 1.080 0.66 0.66 -0.27 0.000
F 0.878 -5.815 -1.139 0.20 -0.07 -0.47 0.000
F -4.131 -0.776 3.292 -0.24 0.25 0.03 0.000
F -2.859 -0.674 5.045 -0.08 -0.18 0.19 0.000
F -6.662 1.314 -1.909 -0.51 0.32 -0.18 0.000
F -1.254 2.521 -0.939 0.63 0.78 -0.06 0.000
F 2.750 -5.247 -0.193 0.41 -0.14 -0.01 0.000
F -4.827 1.750 -0.880 0.54 0.56 0.05 0.000
F -2.105 1.548 0.748 -0.29 -0.01 0.29 0.001
O -0.790 0.142 -5.010 0.35 0.03 0.09 0.000
O -6.213 -1.749 -1.354 0.72 0.61 0.34 0.002
O 1.379 -2.752 1.054 -0.16 -0.22 0.41 0.000
O 0.307 -0.085 1.231 -1.02 0.52 -0.37 0.015
O 1.555 1.229 3.533 0.11 -0.87 0.27 0.000
O 3.881 -0.819 3.838 0.03 -0.55 -1.29 0.000
O 1.399 1.271 6.678 0.04 0.04 -0.12 0.000
O -2.209 -2.196 1.604 -0.12 0.55 -0.14 0.020
O -4.917 -0.589 -3.070 0.31 0.19 0.62 0.004
O 3.485 1.289 -2.348 -0.18 -0.11 -0.04 0.000
O -3.474 2.566 -5.767 0.56 0.83 0.15 0.000
O -3.885 -1.081 -0.905 0.16 -0.10 0.27 -0.019
O -0.540 -3.394 -0.385 -0.43 -0.10 0.49 -0.005
O 2.962 -0.220 1.216 -0.08 1.24 0.36 -0.001
O -2.402 -3.346 3.720 0.71 1.33 -0.22 0.002
O -0.536 -1.742 3.309 -0.29 -0.34 0.51 -0.002
O 1.188 0.611 -0.853 -0.65 0.54 -0.42 0.003
O -0.969 -0.572 -0.779 0.10 0.96 -0.28 -0.006
O 1.125 1.925 -3.845 -0.68 -0.44 -0.47 0.000
O 1.611 -2.926 -1.392 -0.30 0.26 1.00 0.001
C 1.336 2.330 5.742 -0.45 1.02 0.18 0.000
C -5.797 0.876 -1.026 0.78 -2.08 -0.03 -0.002
C -2.889 -0.706 3.721 0.88 -0.69 -0.67 0.001
C 0.673 1.910 4.436 0.69 0.35 -0.18 0.000
C 3.087 0.572 -3.514 -0.30 0.74 -0.48 0.000
C -0.953 1.931 0.204 -1.37 -1.88 -0.48 0.004
C -2.627 1.755 -4.961 -1.48 -2.08 -0.11 0.000
C 2.328 1.505 -4.489 0.45 -0.03 0.63 0.000
C 1.441 -5.166 -0.140 -1.69 0.98 1.04 -0.002
C 4.106 -1.020 1.363 -0.06 -0.61 -0.65 0.000
C 4.779 -0.666 2.666 0.01 0.04 1.23 0.000
C -1.477 1.117 -5.750 -0.47 1.48 0.59 0.000
H -0.159 1.233 4.621 0.02 -0.02 0.15 0.000
H 2.856 2.404 -4.809 0.51 -0.16 0.19 0.000
H 5.082 0.379 2.737 0.08 0.03 -0.68 0.000
H 4.829 -0.942 0.546 0.00 0.44 0.06 0.000
H 2.109 1.824 3.022 -0.11 0.18 0.05 0.000
H 5.657 -1.287 2.843 -0.03 -0.12 -0.23 0.000
H -0.157 0.597 -4.432 -0.23 0.01 -0.03 0.000
H 2.636 0.003 0.322 0.22 -0.35 -0.04 0.000
H 2.321 2.815 5.654 0.01 -0.42 -0.67 0.000
H 3.982 0.122 -3.941 0.04 0.16 -0.17 0.000
H 1.569 1.699 7.524 -0.01 -0.36 0.11 0.000
H 2.386 -0.232 -3.274 0.05 -0.08 0.19 0.000
H 1.255 2.628 -3.207 0.37 0.07 -0.04 0.000
H -3.240 0.916 -4.605 0.08 -0.03 0.22 0.000
H -2.345 2.273 -4.050 0.35 0.54 -0.26 0.000
H -3.783 2.073 -6.531 0.05 -0.24 0.11 0.000
H 0.285 2.777 3.898 -0.10 0.12 0.24 0.000
H 0.729 3.162 6.138 -0.25 -0.31 0.01 0.000
H -1.907 0.639 -6.629 0.16 0.02 -0.16 0.000
H 4.447 -0.785 4.614 -0.22 -0.02 0.18 0.000
H 3.722 -2.045 1.255 0.59 -0.28 0.63 0.000
H 2.069 0.964 -5.400 -0.32 -0.10 0.11 0.000
H 2.671 1.449 -1.851 0.13 -0.14 0.03 0.000
H -0.885 2.004 -6.015 0.59 -0.54 -0.49 0.000


No. 3
85
Properties=species:S:1:pos:R:3:forces:R:3:mulliken_charge:R:1 method="wB97M-V/def2-TZVPD" homo_energy_ev=-5.9 lumo_energy_ha=-0.1533 homo_lumo_gap_ev=1.7394 total_charge=-2
Cl 0.951 8.956 -4.076 -0.17 0.88 -0.30 -0.182
Cl 2.085 7.073 -6.615 0.39 0.06 -0.68 -0.193
Cl -1.263 9.304 4.501 -0.04 0.38 0.09 -0.200
Cl 9.701 -3.109 2.653 0.69 0.62 0.17 -0.179
Cl 5.499 0.313 -8.483 0.00 0.21 0.00 -0.183
Cl 6.823 4.236 -1.453 0.10 0.08 0.15 -0.165
Cl -3.925 10.574 1.376 0.99 0.39 0.82 -0.225
Cl 5.901 6.336 1.183 -0.21 -0.52 0.11 -0.189
Cl 1.896 4.042 9.304 0.66 -0.30 -0.02 -0.215
Cl 5.807 3.161 7.571 -0.26 0.64 0.20 -0.199
Cl 3.343 -2.292 -8.569 -2.16 -1.10 -2.71 -0.167
Cl 9.249 -6.240 1.683 -0.25 0.42 0.43 -0.202
S -5.401 -10.198 1.116 -4.33 -6.32 5.27 1.124
S -7.687 -5.779 -6.829 -2.05 -5.73 -3.76 1.099
S -7.616 -3.047 4.304 4.56 0.78 4.19 1.077
S -3.979 -8.853 -0.079 0.96 3.89 -1.70 1.100
S -9.021 -3.186 2.393 -1.10 0.40 -4.03 1.050
S -6.956 -3.835 -5.510 0.13 0.48 2.58 1.104
S 0.364 0.250 1.493 0.60 3.62 7.66 1.063
S 0.829 -0.516 -0.567 0.64 -2.80 -5.88 0.997
Mg -4.083 -2.362 0.572 -0.15 -0.20 0.20 1.364
F -3.756 -8.811 -1.653 -0.74 0.53 0.56 -0.222
F -8.830 -6.956 -6.623 0.63 0.27 0.10 -0.332
F -0.372 -0.274 2.855 0.24 0.12 -0.20 -0.327
F -0.072 -1.095 -1.723 -0.96 -0.65 -0.71 -0.283
F -8.265 -2.891 -5.504 0.73 -0.48 -0.51 -0.235
F -6.015 -3.272 4.591 -0.20 0.58 0.28 -0.335
F -9.085 -1.987 1.337 0.07 -0.04 0.08 -0.265
F -6.963 -10.482 1.477 0.52 0.38 -0.10 -0.302
O 1.809 0.109 1.870 -3.39 -0.47 -1.85 -0.549
O -3.974 -7.475 0.442 0.43 -2.34 -1.33 -0.537
O 1.045 0.809 -1.131 0.20 -1.18 1.97 -0.515
O -2.914 -9.764 0.268 -1.46 0.68 0.30 -0.496
O -7.910 -1.789 4.947 -0.10 -1.31 -0.32 -0.561
O -10.089 -2.811 3.307 2.02 -0.87 -0.72 -0.504
O -6.392 -3.539 -4.195 -0.09 -0.16 -2.01 -0.613
O -5.043 -11.586 0.731 0.40 3.01 1.10 -0.551
O 1.900 -1.515 -0.594 -1.50 1.98 1.16 -0.554
O -8.090 -4.302 4.787 -1.01 0.37 -0.23 -0.511
O -6.560 -6.605 -7.322 -1.50 2.28 1.38 -0.585
O -0.096 1.615 1.400 0.32 -0.84 -0.13 -0.587
O -9.120 -4.352 1.547 0.05 0.96 1.50 -0.537
O -6.228 -3.511 -6.755 -1.55 -0.90 2.85 -0.511
O -8.396 -4.993 -7.828 1.23 0.22 1.40 -0.549
O -4.973 -9.514 2.338 0.36 -1.44 -1.77 -0.532
N -0.424 -0.724 0.572 3.44 0.03 -2.03 -0.232
N -7.741 -5.403 -5.287 2.55 4.09 -1.95 -0.280
N -5.680 -9.276 -0.051 3.90 1.78 -2.31 -0.242
N -7.357 -2.921 2.772 -3.80 -0.73 -1.06 -0.231
C 4.605 -0.468 -7.182 1.31 -1.79 1.36 -0.435
C 8.114 -3.797 2.382 -0.28 -0.17 0.79 -0.321
C -2.750 10.973 2.779 -0.62 -0.79 -0.26 -0.376
C 4.488 -2.012 -7.390 0.05 1.84 1.95 -0.400
C 7.808 4.837 -0.093 -0.69 -0.09 1.31 -0.482
C 1.450 7.278 -4.034 -0.38 -0.98 0.62 -0.392
C 4.344 4.108 8.001 -1.75 -0.83 -0.92 -0.452
C 6.975 4.903 1.251 1.35 0.49 -1.59 -0.392
C 8.129 -5.247 2.752 -0.05 -1.54 -1.44 -0.501
C -1.636 9.869 2.853 -0.97 0.53 -0.50 -0.363
C 3.332 3.111 8.679 0.14 1.00 -0.08 -0.416
C 1.087 6.510 -5.275 -0.54 -0.03 -0.59 -0.414
H 7.164 -5.697 2.517 -0.11 0.18 0.25 0.295
H -2.015 8.986 2.338 0.16 0.19 -0.05 0.286
H 0.052 6.655 -5.587 -0.01 0.37 0.25 0.295
H 7.812 -3.524 1.370 -0.09 -0.51 0.13 0.318
H -3.420 10.983 3.638 0.31 -0.32 0.05 0.282
H 7.675 5.124 2.058 -0.07 -0.24 0.01 0.265
H 8.190 5.822 -0.360 -0.07 -0.14 0.07 0.327
H 6.479 3.944 1.404 -0.39 0.41 0.09 0.345
H 3.709 0.088 -6.908 -0.26 -0.47 -0.67 0.364
H 4.055 -2.365 -6.454 0.26 -0.21 0.14 0.243
H 5.406 -2.563 -7.592 0.15 0.56 0.02 0.321
H 4.492 5.127 8.358 0.67 -0.63 1.38 0.368
H 2.521 7.263 -3.835 -0.19 -0.21 0.04 0.316
H 0.865 6.865 -3.213 0.41 -0.23 0.16 0.267
H -0.712 10.207 2.385 -0.13 -0.06 0.10 0.296
H 5.171 -0.513 -6.251 0.64 0.96 -0.08 0.257
H 2.892 2.428 7.952 0.34 0.23 -0.20 0.301
H 3.765 2.481 9.456 -0.01 0.51 0.22 0.328
H 8.633 4.142 0.065 -0.04 0.01 -0.15 0.292
H -2.424 12.003 2.637 0.30 -0.32 -0.25 0.300
H 1.176 5.425 -5.229 0.50 0.12 0.52 0.303
H 3.830 4.424 7.093 0.21 -0.63 -0.59 0.285
H 8.400 -5.497 3.778 0.08 0.48 -0.14 0.332
H 7.416 -3.385 3.111 -0.01 0.53 -0.19 0.259


no.,total energy (eV)
1,-171540.768
2,-176598.347
3,-315678.184